--- i ---
This record from the Open Molecules 2025 dataset describes C7H18N2O as an isolated structure. The level of theory is ωB97M-V/def2-TZVPD.

Computed properties:
Multiplicity: 1
LUMO level (spin up / spin down): 0.7 / 0.7 eV
HOMO-LUMO gap (spin up / spin down): 7.8571 / 7.8565 eV
HOMO level (spin up / spin down): -7.11 / -7.11 eV
Total charge: 0

Each line ends with the Mulliken charge.
Element x y z (Å)
C: 1.341 -0.366 -0.962  1.094
C: -0.462 1.356 0.904  -0.722
C: 2.419 0.640 -0.737  -1.451
C: 1.190 -1.466 -0.132  -1.353
C: 0.507 -0.193 -2.191  -1.067
C: 0.327 1.129 2.176  -1.182
H: -1.134 2.215 1.021  0.597
H: 0.153 1.598 0.045  0.236
H: 2.814 0.594 0.277  0.354
H: 3.239 0.437 -1.430  0.420
H: 2.078 1.657 -0.929  0.362
H: 0.831 -2.380 -0.603  0.422
H: 1.968 -1.644 0.601  0.372
H: -0.109 -1.277 0.466  0.352
H: 1.155 -0.203 -3.075  0.439
H: -0.257 -0.969 -2.258  0.286
H: -0.013 0.770 -2.184  0.234
H: -0.340 0.904 3.012  0.362
H: 0.902 2.015 2.452  0.368
H: 1.010 0.287 2.085  0.191
N: -1.937 -2.048 -0.240  -0.511
C: -1.787 0.111 0.749  0.006
O: -2.558 0.495 -0.369  -0.584
N: -1.392 -1.207 0.754  -0.436
H: -2.655 1.452 -0.370  0.309
H: -2.563 -2.700 0.222  0.217
H: -2.443 -1.561 -0.976  0.223
H: -2.285 0.352 1.691  0.462

***

--- ii ---
This record from the Open Molecules 2025 dataset describes a single C7H18N2O molecule. The level of theory is ωB97M-V/def2-TZVPD.

Computed properties:
SMILES: CC(C)(O)C[C@](C)(N)CN
Multiplicity: 1
LUMO level: 0.8 eV
HOMO-LUMO gap: 8.9642 eV
HOMO level: -8.17 eV
Total charge: 0

Each line ends with the Mulliken charge.
Element x y z (Å)
C: -1.758 0.298 0.273  1.597
C: 0.832 -0.270 -0.080  1.603
C: -0.188 0.780 -0.310  -1.759
C: 2.289 0.794 -0.197  -0.898
C: -2.712 1.401 -0.164  -1.758
C: -2.242 -1.062 -0.214  -1.712
C: 0.907 -1.350 -1.147  -1.822
N: 0.797 -0.839 1.232  -0.599
N: 3.296 0.225 0.688  -0.513
O: -1.713 0.329 1.680  -0.641
H: -1.067 -0.341 1.952  0.443
H: 1.385 -1.662 1.289  0.248
H: 1.177 -0.153 1.891  0.296
H: 3.947 -0.382 0.199  0.199
H: 3.811 0.975 1.136  0.211
H: -0.014 1.669 0.294  0.550
H: -0.309 1.002 -1.366  0.302
H: 2.593 0.797 -1.251  0.333
H: 2.156 1.840 0.099  0.426
H: -3.693 1.246 0.288  0.438
H: -2.345 2.371 0.167  0.374
H: -2.819 1.413 -1.246  0.367
H: -1.635 -1.861 0.209  0.345
H: -2.226 -1.118 -1.301  0.300
H: -3.269 -1.228 0.123  0.457
H: 0.825 -0.921 -2.143  0.345
H: 1.861 -1.872 -1.071  0.490
H: 0.113 -2.081 -1.032  0.375

***

--- iii ---
This record from the Open Molecules 2025 dataset describes a 2-piece molecular cluster, C7H18N2O overall. The level of theory is ωB97M-V/def2-TZVPD.

Computed properties:
SMILES: CNC(O)NC.C=C(C)C
Multiplicity: 1
LUMO level: 0.8 eV
HOMO-LUMO gap: 9.1320 eV
HOMO level: -8.29 eV
Total charge: 0

Each line ends with the Mulliken charge.
Element x y z (Å)
C: -2.040 -1.280 -0.276  1.462
C: -2.613 -0.260 -1.208  -1.295
C: -2.411 -1.101 1.163  -1.359
C: -1.255 -2.262 -0.693  -1.552
C: 0.606 1.698 -0.998  -1.006
N: 0.211 1.034 0.232  -0.146
H: -0.054 1.712 0.936  0.257
H: -2.329 0.734 -0.887  0.226
H: -2.268 -0.418 -2.227  0.317
H: -3.706 -0.311 -1.193  0.393
H: -2.003 -1.900 1.777  0.332
H: -3.495 -1.089 1.275  0.415
H: -2.028 -0.149 1.524  0.250
H: -1.009 -2.391 -1.735  0.425
H: 0.622 -1.272 -0.451  0.267
H: -0.867 -3.008 -0.018  0.397
H: 1.311 2.526 -0.853  0.275
H: -0.288 2.091 -1.483  0.330
H: 1.065 0.958 -1.651  0.356
C: 3.464 0.942 0.449  -0.810
N: 2.391 0.578 1.354  -0.356
C: 1.161 0.071 0.796  0.013
O: 1.465 -0.886 -0.157  -0.546
H: 2.189 1.327 2.007  0.274
H: 0.617 -0.380 1.651  0.250
H: 3.326 1.901 -0.067  0.205
H: 3.551 0.150 -0.292  0.301
H: 4.388 0.987 1.025  0.325

***

What should be chosen as the least stable of them? Choose i.

***

--- i ---
This record from the Open Molecules 2025 dataset describes a 2-piece molecular cluster, C3H6BrF2N overall. The level of theory is ωB97M-V/def2-TZVPD.

Computed properties:
Multiplicity: 1
LUMO level: 0.8 eV
HOMO-LUMO gap: 9.5248 eV
HOMO level: -8.76 eV
Total charge: 0

Each line ends with the Mulliken charge.
Element x y z (Å)
C: -0.979 -1.412 -0.114  -0.972
C: 1.530 1.079 0.503  -0.122
C: -1.213 0.034 -0.153  0.536
N: 1.746 1.867 -0.507  -0.270
F: -0.571 0.475 -1.210  -0.237
F: -2.488 0.403 -0.286  -0.300
Br: 2.673 -0.411 0.562  -0.155
H: -1.622 -2.011 0.535  0.335
H: -1.160 -1.826 -1.133  0.299
H: 0.105 -1.637 0.005  0.150
H: -0.841 0.436 0.861  0.227
H: 1.287 2.796 -0.610  0.277
H: 2.376 1.549 -1.358  0.233

***

--- ii ---
This record from the Open Molecules 2025 dataset describes a 2-piece molecular cluster, C3H6BrF2N overall. The level of theory is ωB97M-V/def2-TZVPD.

Computed properties:
Multiplicity: 1
LUMO level (spin up / spin down): 0.5 / -0.6 eV
HOMO-LUMO gap (spin up / spin down): 9.4722 / 7.5657 eV
HOMO level (spin up / spin down): -8.97 / -8.13 eV
Total charge: 0

Each line ends with the Mulliken charge.
Element x y z (Å)
C: 0.040 -0.208 -0.967  -0.946
C: 0.658 0.536 0.134  -0.181
C: -0.394 1.450 0.755  0.476
N: -1.377 -0.159 2.526  -0.454
F: -0.266 2.600 1.357  -0.244
F: -1.595 1.428 0.013  -0.263
Br: -0.073 -1.230 2.785  0.048
H: -1.013 -0.640 -0.738  0.251
H: 0.691 -1.031 -1.391  0.330
H: -0.063 0.549 -1.762  0.294
H: 1.550 1.190 -0.169  0.297
H: 0.965 0.057 1.061  0.127
H: -1.319 0.569 3.247  0.266

***

What should be chosen as the least stable of them? Choose ii.

***

--- i ---
This record from the Open Molecules 2025 dataset describes an isolated ion of composition C4H10NO2 and charge +1. The level of theory is ωB97M-V/def2-TZVPD.

Computed properties:
SMILES: CC=[N+](OC)OC
Multiplicity: 1
LUMO level: -4.2 eV
HOMO-LUMO gap: 10.9838 eV
HOMO level: -15.19 eV
Total charge: +1

Each line ends with the Mulliken charge.
Element x y z (Å)
C: -0.202 0.972 0.803  0.252
C: 0.778 1.561 1.724  -1.125
C: -2.138 -0.306 -0.884  -0.713
C: 1.568 -1.552 -0.976  -0.516
N: 0.127 0.072 -0.040  0.486
O: -0.763 -0.428 -1.124  -0.262
O: 1.372 -0.369 -0.194  -0.291
H: -1.227 1.313 0.815  0.344
H: 1.799 1.329 1.431  0.346
H: 0.609 1.205 2.740  0.314
H: 0.633 2.641 1.751  0.350
H: -2.581 -0.921 -1.669  0.278
H: -2.493 0.722 -0.990  0.330
H: -2.425 -0.722 0.086  0.365
H: 2.635 -1.743 -0.890  0.274
H: 1.301 -1.385 -2.020  0.277
H: 1.005 -2.390 -0.564  0.293

***

--- ii ---
This record from the Open Molecules 2025 dataset describes C4H10NO2 as an isolated structure. The level of theory is ωB97M-V/def2-TZVPD.

Computed properties:
Multiplicity: 1
LUMO level: -3.9 eV
HOMO-LUMO gap: 10.5094 eV
HOMO level: -14.37 eV
Total charge: +1

Each line ends with the Mulliken charge.
Element x y z (Å)
C: 0.374 1.191 -1.565  -1.367
C: 0.139 0.195 -0.682  0.587
C: 0.259 -1.192 -1.312  -1.192
C: -0.174 0.365 0.777  1.068
N: -1.115 -0.609 1.499  -0.393
O: -0.427 1.601 1.119  -0.486
O: 1.289 -0.213 1.639  -0.598
H: 0.328 2.162 -1.222  0.208
H: 0.553 1.115 -2.610  0.318
H: -0.659 -1.696 -1.055  0.338
H: 0.313 -1.011 -2.361  0.401
H: 1.168 -1.706 -0.963  0.275
H: -2.076 -0.760 0.986  0.398
H: -0.684 -1.445 1.620  0.330
H: -1.319 -0.114 2.491  0.422
H: 0.051 2.268 0.694  0.352
H: 1.979 -0.149 0.947  0.339

***

What should be chosen as the least stable of them? Choose i.

***

--- i ---
This record from the Open Molecules 2025 dataset describes an isolated ion of composition C5H12N3O and charge +1. The level of theory is ωB97M-V/def2-TZVPD.

Computed properties:
SMILES: C[N@H+](CO)C1=CNCN1
Multiplicity: 1
LUMO level: -3.0 eV
HOMO-LUMO gap: 7.9823 eV
HOMO level: -10.97 eV
Total charge: +1

Each line ends with the Mulliken charge.
Element x y z (Å)
C: 1.565 -0.868 0.754  -0.789
C: 0.525 -0.350 0.077  0.381
C: 2.294 0.928 -0.442  -0.602
C: -1.473 -0.936 -1.192  -0.864
C: -1.711 0.349 1.026  -0.327
N: 2.694 -0.227 0.357  -0.269
N: 0.874 0.686 -0.780  -0.243
N: -1.051 -0.834 0.167  -0.008
O: -1.994 1.302 0.179  -0.473
H: 1.593 -1.715 1.428  0.376
H: 2.440 1.764 0.206  0.360
H: 2.949 1.056 -1.303  0.310
H: -2.411 -1.624 -1.330  0.317
H: -1.680 0.060 -1.454  0.420
H: -0.702 -1.346 -1.822  0.323
H: -1.012 0.688 1.724  0.321
H: -2.630 -0.046 1.526  0.424
H: 3.382 -0.019 1.005  0.247
H: 0.264 1.515 -1.054  0.282
H: -0.968 -1.643 0.864  0.449
H: -2.948 1.259 0.066  0.365

***

--- ii ---
This record from the Open Molecules 2025 dataset describes C5H12N3O as an isolated structure. The level of theory is ωB97M-V/def2-TZVPD.

Computed properties:
Multiplicity: 1
LUMO level: -3.5 eV
HOMO-LUMO gap: 11.2598 eV
HOMO level: -14.76 eV
Total charge: +1

Each line ends with the Mulliken charge.
Element x y z (Å)
C: 0.303 1.592 -2.103  0.082
C: -0.155 0.506 0.009  -0.418
C: -0.761 -1.944 0.024  -1.570
C: 1.446 -0.991 0.637  -1.910
C: -0.063 -0.793 0.679  2.045
N: -0.158 2.736 -1.808  -0.328
N: -0.806 1.542 0.283  -0.377
N: -0.684 -0.457 1.978  -0.847
O: 0.489 0.596 -1.333  -0.242
H: 0.598 1.377 -3.195  0.364
H: -1.926 -1.794 -0.130  0.348
H: -0.408 -2.130 -0.952  0.431
H: -0.614 -2.766 0.649  0.448
H: 1.764 -1.740 1.281  0.523
H: 1.979 -0.164 1.070  0.463
H: 1.676 -1.226 -0.371  0.464
H: 0.037 3.587 -2.341  0.257
H: -0.492 2.503 -0.600  0.402
H: -1.156 -1.310 2.302  0.330
H: -1.187 1.470 1.254  0.263
H: 0.119 -0.596 2.669  0.272

***

What should be chosen as the least stable of them? Choose i.